Entry from OMol25: C30H48BrHgN3P2Se as an isolated structure in a non-equilibrium geometry (the ωB97M-V functional and the def2-TZVPD basis).

ORCA input file:
```
! wB97M-V def2-TZVPD RIJCOSX def2/J DEFGRID3
* xyz 2 1
N -7.19680 5.43396 -6.72235
C -6.99102 6.05358 -5.55717
C -6.06553 5.57688 -4.61847
C -5.36388 4.37203 -4.87928
C -5.64690 3.72610 -6.10787
C -6.53712 4.31603 -7.01413
C -4.38660 3.80822 -3.95205
Hg 0.81918 0.56047 -0.56292
P 5.52928 -0.81949 -1.07065
C -3.61138 2.74384 -4.31554
C -2.68893 2.07942 -3.45128
C -1.53996 1.48638 -4.01061
C -0.46459 1.16807 -3.18953
C -0.64967 1.29027 -1.81615
C -1.78991 1.82021 -1.23007
C -2.85447 2.16726 -2.05759
Br 1.94110 -0.40953 1.52188
H -4.26992 4.30811 -2.98054
H -3.58955 2.43069 -5.35675
H -5.88782 6.15778 -3.71052
H -5.17852 2.78372 -6.38155
H -7.57966 6.95948 -5.37461
H -6.70103 3.84088 -7.98568
H -1.47549 1.37652 -5.09267
H -3.78592 2.56976 -1.64097
H 0.48260 0.83776 -3.61720
H -1.84998 1.94548 -0.14142
P -0.53870 -1.97577 -1.02518
C 5.01117 0.91921 -0.82252
C 6.20396 1.80541 -1.22489
H 4.74382 1.05788 0.23502
H 4.11207 1.12668 -1.42448
H 6.07558 2.82870 -0.85926
H 7.14028 1.40996 -0.80472
H 6.31984 1.84820 -2.31520
C 4.89155 -1.25727 -2.73302
C 5.73712 -2.37946 -3.35464
H 4.97109 -0.34480 -3.34382
H 3.82437 -1.52702 -2.65650
H 5.48750 -2.49816 -4.41479
H 6.80917 -2.14363 -3.28842
H 5.56685 -3.34269 -2.85608
C 4.67531 -1.87978 0.14603
C 5.51380 -2.02023 1.43022
H 4.50610 -2.86577 -0.31256
H 3.69817 -1.41878 0.37196
H 5.01728 -2.70790 2.12783
H 6.51294 -2.42286 1.21825
H 5.62824 -1.05411 1.93524
C -0.50044 -3.29435 0.25778
C -1.55572 -4.40494 0.25573
H -0.51562 -2.75200 1.21604
H 0.50248 -3.73929 0.16924
H -2.52788 -4.05889 0.62664
H -1.70500 -4.84927 -0.73483
H -1.21771 -5.20958 0.92041
C 0.52056 -2.64129 -2.38535
C -0.03020 -2.49325 -3.80125
H 0.71647 -3.69890 -2.14052
H 1.48450 -2.10626 -2.29078
H -0.82239 -3.23079 -4.00976
H -0.43426 -1.48794 -3.99889
H 0.77980 -2.67176 -4.52155
C -2.22347 -2.01120 -1.74600
C -3.34287 -1.60485 -0.78092
H -2.37532 -3.02756 -2.14430
H -2.19777 -1.30928 -2.59536
H -4.14027 -1.08572 -1.33785
H -3.81221 -2.48510 -0.31546
H -2.99435 -0.92530 0.01588
C -2.39718 -1.52250 4.31606
N -1.10237 -0.91735 4.54420
C -0.17363 -1.31831 5.47686
C 0.86814 -0.44642 5.38996
N 0.54856 0.46557 4.40871
C 1.36680 1.59348 4.02768
C -0.65438 0.16319 3.82993
Se -1.49220 0.96092 2.43532
H -3.10050 -0.73163 4.01384
H -2.74093 -1.98706 5.24662
H -2.35194 -2.27640 3.51428
H -0.35011 -2.15543 6.13031
H 1.78060 -0.38668 5.95176
H 1.64549 2.15379 4.93110
H 2.27226 1.24492 3.51052
H 0.79809 2.24356 3.34738
*
```

## Properties
- HOMO (spin up / spin down) (hartree) = -0.42550 / -0.42553
- relative energy (zero: lowest compared OMol25 entry of this formula, charge and spin) (kJ/mol) = 0.0
- DFT total energy (eV) = -194483.947
- LUMO energy (spin up / spin down) (eV) = -8.31 / -8.50

Mulliken atomic charge list, values in e, 2 entries: -0.58 -0.32